1.
{
  "formula": "CHF3O2S",
  "method": "ωB97M-V with the def2-TZVPD basis set",
  "smiles": "O=S(=O)(F)C(F)F",
  "largest_force_ha_per_bohr": 0.0563,
  "lumo_energy_ev": 0.4,
  "homo_energy_ev": -12.20,
  "symbols": ["O", "S", "O", "F", "C", "F", "F", "H"],
  "coordinates": [[-2.87, 1.15, 0.08], [-2.02, 0.05, -0.17], [-2.27, -0.82, -1.26], [-2.10, -0.83, 1.17], [-0.15, 0.68, 0.05], [-0.01, 1.52, -0.95], [-0.24, 1.30, 1.24], [0.69, -0.16, 0.13]]
}

=====

2.
{
  "formula": "C5H7O4Yb",
  "method": "ωB97M-V with the def2-TZVPD basis set",
  "spin_multiplicity": 2,
  "largest_force_ha_per_bohr": 0.0904,
  "lumo_energy_ev": [-9.2, -11.5],
  "homo_energy_ev": [-18.67, -18.33],
  "charge": 2,
  "symbols": ["O", "Yb", "C", "C", "H", "H", "H", "H", "C", "C", "O", "C", "O", "O", "H", "H", "H"],
  "coordinates": [[-1.05, 0.37, 0.77], [0.48, 1.95, -0.15], [-2.22, -0.26, 1.28], [-2.65, -1.26, 0.21], [-2.02, -0.70, 2.26], [-3.12, 0.44, 1.17], [-2.26, -2.25, 0.47], [-3.74, -1.34, 0.11], [-1.88, -0.79, -1.13], [-0.65, -0.12, -0.61], [0.33, -1.23, -0.35], [1.51, -0.84, 0.01], [1.85, 0.34, 0.21], [2.34, -1.84, 0.17], [-2.50, -0.05, -1.65], [-1.67, -1.62, -1.81], [3.18, -1.53, 0.54]]
}

=====

3.
{
  "formula": "C28H56MnO21",
  "method": "ωB97M-V with the def2-TZVPD basis set",
  "spin_multiplicity": 7,
  "largest_force_ha_per_bohr": 0.0908,
  "lumo_energy_ev": [-7.3, -14.8],
  "homo_energy_ev": [-17.50, -17.48],
  "charge": 3,
  "symbols": ["Mn", "C", "C", "O", "C", "O", "O", "C", "H", "H", "H", "H", "H", "H", "H", "H", "C", "C", "O", "C", "O", "O", "C", "H", "H", "H", "H", "H", "H", "H", "H", "C", "C", "O", "C", "O", "O", "C", "H", "H", "H", "H", "H", "H", "H", "H", "C", "C", "O", "C", "O", "O", "C", "H", "H", "H", "H", "H", "H", "H", "H", "C", "C", "O", "C", "O", "O", "C", "H", "H", "H", "H", "H", "H", "H", "H", "C", "C", "O", "C", "O", "O", "C", "H", "H", "H", "H", "H", "H", "H", "H", "C", "C", "O", "C", "O", "O", "C", "H", "H", "H", "H", "H", "H", "H", "H"],
  "coordinates": [[0.26, 0.09, -0.35], [5.41, -0.60, -3.97], [5.27, 0.15, -2.65], [3.91, 0.12, -2.28], [3.48, 0.82, -1.18], [2.34, 0.64, -0.71], [4.46, 1.55, -0.62], [4.24, 1.92, 0.73], [6.19, -0.19, -4.61], [4.49, -0.65, -4.55], [5.70, -1.63, -3.80], [5.67, 1.15, -2.83], [5.92, -0.24, -1.88], [3.84, 1.05, 1.25], [3.54, 2.76, 0.76], [5.13, 2.24, 1.27], [-2.76, 5.83, -2.01], [-1.63, 5.14, -2.71], [-1.36, 3.90, -1.98], [-0.08, 3.36, -1.85], [0.09, 2.22, -1.39], [0.86, 4.22, -2.31], [2.14, 3.76, -2.67], [-2.44, 6.14, -1.02], [-3.58, 5.13, -1.84], [-3.11, 6.68, -2.59], [-0.77, 5.81, -2.75], [-1.93, 4.83, -3.71], [2.78, 3.52, -1.82], [2.64, 4.65, -3.06], [2.06, 3.01, -3.45], [-2.27, -4.38, 2.21], [-2.08, -2.99, 2.67], [-2.89, -2.01, 2.08], [-2.51, -1.10, 1.21], [-1.38, -1.12, 0.69], [-3.40, -0.21, 0.83], [-4.60, -0.01, 1.49], [-3.24, -4.76, 2.53], [-1.54, -5.06, 2.64], [-2.31, -4.41, 1.12], [-1.06, -2.62, 2.76], [-2.35, -3.07, 3.72], [-4.47, -0.24, 2.55], [-5.30, -0.77, 1.17], [-4.99, 1.00, 1.36], [-5.46, -1.13, -2.38], [-4.18, -1.99, -2.49], [-3.06, -1.27, -1.94], [-2.25, -0.39, -2.54], [-1.23, -0.03, -1.97], [-2.69, 0.02, -3.83], [-2.16, 1.32, -4.23], [-5.46, -0.34, -3.14], [-5.56, -0.67, -1.40], [-6.36, -1.69, -2.62], [-3.85, -2.30, -3.49], [-4.35, -2.92, -1.94], [-2.53, 2.17, -3.65], [-2.42, 1.46, -5.28], [-1.08, 1.28, -4.15], [-1.87, -5.23, -1.81], [-1.13, -3.85, -1.79], [0.20, -4.06, -1.41], [1.11, -3.10, -1.36], [0.92, -1.89, -1.18], [2.33, -3.73, -1.38], [3.53, -2.99, -1.18], [-1.37, -5.83, -2.57], [-2.90, -5.17, -2.17], [-1.94, -5.76, -0.86], [-1.57, -3.14, -1.10], [-1.17, -3.46, -2.81], [3.24, -2.38, -0.33], [3.72, -2.41, -2.09], [4.38, -3.63, -0.97], [1.83, 3.09, 4.80], [0.46, 2.95, 4.11], [0.48, 2.21, 2.91], [-0.55, 2.07, 2.06], [-0.46, 1.39, 1.06], [-1.54, 2.94, 2.32], [-2.51, 3.25, 1.32], [1.89, 3.94, 5.48], [2.59, 3.19, 4.03], [2.07, 2.20, 5.38], [0.19, 3.99, 3.91], [-0.30, 2.61, 4.81], [-3.32, 3.70, 1.90], [-2.94, 2.39, 0.82], [-2.16, 3.89, 0.51], [2.06, -1.35, 5.60], [2.93, -0.68, 4.57], [2.18, -0.21, 3.44], [1.78, -1.05, 2.43], [1.27, -0.71, 1.35], [1.89, -2.34, 2.84], [1.59, -3.35, 1.93], [1.51, -2.22, 5.25], [1.37, -0.59, 5.96], [2.68, -1.65, 6.45], [3.76, -1.30, 4.21], [3.41, 0.20, 5.00], [1.63, -4.29, 2.47], [2.43, -3.42, 1.24], [0.59, -3.37, 1.49]]
}

=====

4.
{
  "formula": "C13H20N3W",
  "method": "ωB97M-V with the def2-TZVPD basis set",
  "spin_multiplicity": 3,
  "largest_force_ha_per_bohr": 0.0869,
  "lumo_energy_ev": [-3.7, -3.4],
  "homo_energy_ev": [-10.73, -10.83],
  "charge": 1,
  "symbols": ["C", "W", "N", "N", "H", "H", "H", "H", "H", "H", "H", "H", "H", "H", "C", "C", "C", "C", "C", "C", "N", "C", "C", "C", "C", "C", "C", "H", "H", "H", "H", "H", "H", "H", "H", "H", "H"],
  "coordinates": [[2.17, -0.36, -1.29], [0.50, 0.01, -0.40], [-1.28, 0.13, 0.88], [-0.76, -0.29, -2.06], [-1.41, 1.12, 1.15], [0.14, -1.86, -0.09], [2.93, -0.71, -0.55], [2.12, 0.82, -1.65], [2.06, -1.16, -2.07], [-1.29, 0.59, -2.17], [-1.43, -1.07, -2.07], [-0.30, -0.41, -2.99], [-2.18, -0.18, 0.55], [-1.18, -0.37, 1.78], [2.40, -0.60, 4.73], [2.16, -1.39, 3.61], [1.89, -0.82, 2.36], [1.80, 0.58, 2.27], [2.00, 1.39, 3.40], [2.34, 0.80, 4.62], [1.28, 1.09, 1.08], [1.41, 2.49, 0.76], [0.43, 3.03, -0.17], [0.50, 4.39, -0.46], [1.50, 5.21, 0.08], [2.48, 4.65, 0.91], [2.42, 3.28, 1.23], [2.65, -1.06, 5.69], [2.19, -2.48, 3.69], [1.74, -1.48, 1.48], [1.90, 2.48, 3.37], [2.55, 1.43, 5.49], [-0.32, 2.35, -0.63], [-0.25, 4.83, -1.12], [1.52, 6.28, -0.16], [3.27, 5.27, 1.31], [3.22, 2.88, 1.86]]
}

=====

5.
{
  "formula": "C47H63BF5IOP2SiZr",
  "method": "ωB97M-V with the def2-TZVPD basis set",
  "largest_force_ha_per_bohr": 0.0318,
  "lumo_energy_ev": -0.1,
  "homo_energy_ev": -7.89,
  "symbols": ["Zr", "C", "Si", "C", "C", "C", "C", "C", "C", "P", "C", "C", "C", "C", "C", "C", "C", "C", "C", "C", "C", "C", "C", "C", "C", "C", "C", "C", "P", "C", "C", "C", "C", "C", "C", "C", "C", "C", "C", "C", "C", "H", "H", "H", "H", "H", "H", "H", "H", "H", "H", "H", "H", "H", "H", "H", "H", "H", "H", "H", "H", "H", "H", "H", "H", "H", "H", "H", "H", "H", "H", "H", "H", "H", "H", "H", "H", "H", "H", "H", "H", "H", "H", "H", "H", "H", "H", "H", "H", "H", "H", "H", "H", "H", "H", "H", "I", "C", "C", "C", "C", "C", "C", "C", "C", "C", "C", "H", "H", "H", "H", "H", "H", "O", "H", "H", "F", "F", "B", "F", "F", "F"],
  "coordinates": [[2.15, -1.42, -0.27], [2.67, 1.23, 2.57], [1.28, 0.35, 1.56], [0.35, 1.94, 0.99], [-0.23, 2.71, 2.00], [-0.94, 3.87, 1.73], [-1.11, 4.26, 0.41], [-0.54, 3.51, -0.60], [0.22, 2.37, -0.34], [1.03, 1.38, -1.67], [2.13, 2.55, -2.68], [1.88, 4.07, -2.75], [2.32, 4.82, -1.49], [3.76, 4.50, -1.11], [3.95, 2.98, -0.98], [3.61, 2.33, -2.32], [-0.48, 1.07, -2.78], [-1.04, 2.14, -3.73], [-0.32, 2.28, -5.07], [-0.16, 0.93, -5.78], [0.47, -0.10, -4.85], [-0.35, -0.25, -3.57], [0.07, -0.29, 2.94], [0.58, -0.37, 4.24], [-0.21, -0.74, 5.32], [-1.55, -1.01, 5.12], [-2.08, -0.94, 3.84], [-1.29, -0.61, 2.73], [-2.03, -0.46, 1.04], [-3.65, 0.43, 1.41], [-4.28, 0.88, 0.08], [-5.61, 1.59, 0.30], [-5.41, 2.81, 1.21], [-4.78, 2.38, 2.53], [-3.45, 1.67, 2.29], [-2.62, -2.23, 0.75], [-2.91, -2.45, -0.75], [-3.56, -3.81, -0.98], [-4.97, -3.85, -0.37], [-5.09, -2.87, 0.81], [-3.78, -2.81, 1.59], [2.26, 2.02, 3.20], [3.21, 0.54, 3.23], [3.42, 1.69, 1.91], [-0.14, 2.38, 3.03], [-1.37, 4.45, 2.54], [-1.68, 5.15, 0.18], [-0.69, 3.85, -1.62], [2.01, 2.14, -3.68], [2.48, 4.44, -3.60], [0.84, 4.29, -2.98], [2.22, 5.90, -1.66], [1.67, 4.56, -0.66], [4.45, 4.87, -1.88], [4.02, 4.99, -0.17], [4.98, 2.77, -0.68], [3.26, 2.61, -0.21], [4.23, 2.79, -3.09], [3.82, 1.26, -2.33], [-1.23, 0.90, -1.99], [-2.07, 1.83, -3.94], [-1.11, 3.12, -3.26], [-0.89, 2.96, -5.70], [0.67, 2.73, -4.94], [-1.15, 0.57, -6.10], [0.45, 1.06, -6.68], [0.53, -1.06, -5.35], [1.49, 0.20, -4.59], [-1.37, -0.57, -3.84], [0.08, -1.03, -2.96], [1.62, -0.14, 4.41], [0.22, -0.79, 6.31], [-2.19, -1.27, 5.96], [-3.14, -1.10, 3.72], [-4.35, -0.25, 1.91], [-3.58, 1.55, -0.43], [-4.43, 0.02, -0.58], [-6.03, 1.90, -0.66], [-6.32, 0.90, 0.77], [-4.75, 3.52, 0.71], [-6.37, 3.30, 1.39], [-4.62, 3.26, 3.17], [-5.46, 1.71, 3.06], [-2.77, 2.36, 1.78], [-2.99, 1.41, 3.24], [-1.72, -2.79, 1.00], [-3.58, -1.67, -1.13], [-1.98, -2.37, -1.31], [-3.61, -4.02, -2.05], [-2.93, -4.58, -0.52], [-5.72, -3.60, -1.13], [-5.19, -4.86, -0.01], [-5.33, -1.87, 0.44], [-5.90, -3.17, 1.47], [-3.93, -2.26, 2.52], [-3.51, -3.83, 1.89], [1.05, -4.42, -0.35], [2.58, -5.03, 0.99], [2.70, -6.37, 1.22], [3.73, -6.84, 2.05], [4.61, -5.95, 2.59], [4.49, -4.56, 2.35], [5.44, -3.67, 2.91], [5.31, -2.33, 2.71], [4.23, -1.83, 1.95], [3.27, -2.63, 1.35], [3.43, -4.04, 1.55], [2.01, -7.06, 0.76], [3.81, -7.90, 2.24], [5.44, -6.29, 3.20], [6.25, -4.08, 3.49], [6.03, -1.65, 3.13], [4.18, -0.76, 1.86], [4.15, -0.15, -0.50], [4.84, -0.47, -1.10], [4.40, 0.73, -0.20], [0.40, -1.51, -0.90], [3.12, -3.13, -3.50], [3.60, -2.20, -2.65], [2.59, -1.16, -2.42], [3.74, -2.74, -1.31], [4.78, -1.57, -2.98]]
}

=====

6.
{
  "formula": "C36H57FeN7O7S2Si",
  "method": "ωB97M-V with the def2-TZVPD basis set",
  "spin_multiplicity": 2,
  "largest_force_ha_per_bohr": 0.0224,
  "lumo_energy_ev": [-3.5, -2.7],
  "homo_energy_ev": [-11.09, -11.08],
  "charge": 1,
  "symbols": ["Fe", "C", "C", "C", "C", "O", "Si", "S", "O", "C", "C", "C", "C", "O", "C", "C", "C", "C", "H", "H", "H", "H", "H", "H", "H", "H", "H", "H", "H", "H", "H", "H", "H", "H", "H", "H", "H", "H", "H", "H", "H", "H", "H", "H", "H", "N", "C", "C", "C", "C", "C", "C", "C", "H", "H", "H", "H", "O", "C", "O", "H", "N", "C", "C", "N", "H", "H", "H", "H", "H", "H", "H", "H", "H", "O", "C", "N", "C", "O", "C", "C", "C", "C", "N", "C", "H", "H", "H", "H", "H", "H", "H", "H", "N", "C", "S", "N", "C", "C", "C", "C", "C", "C", "H", "H", "H", "H", "H", "H", "H", "H"],
  "coordinates": [[-1.50, -0.39, -0.82], [2.84, -1.75, 2.34], [2.71, -0.86, 1.11], [3.71, 0.28, 1.16], [2.91, -1.69, -0.16], [1.37, -0.33, 1.02], [0.51, 0.69, 1.97], [-1.24, 1.15, 0.86], [0.23, -0.18, 3.34], [-0.13, 0.24, 4.68], [-1.41, 1.06, 4.63], [1.01, 1.04, 5.29], [-0.32, -1.03, 5.49], [1.33, 2.01, 2.39], [1.41, 3.42, 2.10], [1.51, 3.65, 0.60], [0.18, 4.11, 2.67], [2.68, 3.91, 2.79], [3.86, -2.11, 2.43], [2.17, -2.61, 2.27], [2.58, -1.20, 3.25], [4.73, -0.12, 1.10], [3.62, 0.85, 2.08], [3.56, 0.95, 0.31], [3.74, -2.39, -0.03], [3.13, -1.05, -1.02], [2.02, -2.26, -0.40], [-1.25, 2.01, 4.11], [-1.76, 1.28, 5.64], [-2.20, 0.53, 4.10], [1.26, 1.90, 4.67], [1.90, 0.41, 5.38], [0.73, 1.39, 6.28], [-1.22, -1.58, 5.21], [-0.40, -0.80, 6.55], [0.54, -1.69, 5.35], [0.59, 3.34, 0.10], [2.35, 3.10, 0.18], [1.65, 4.71, 0.38], [-0.73, 3.71, 2.23], [0.21, 5.18, 2.46], [0.14, 3.98, 3.75], [3.55, 3.40, 2.38], [2.63, 3.70, 3.86], [2.80, 4.98, 2.65], [4.39, 0.79, -5.10], [3.46, 0.60, -4.44], [2.31, 0.36, -3.62], [1.32, -0.52, -4.04], [0.21, -0.76, -3.24], [0.06, -0.14, -2.01], [1.06, 0.76, -1.60], [2.17, 1.01, -2.39], [1.42, -1.01, -5.00], [-0.54, -1.44, -3.61], [0.98, 1.28, -0.66], [2.93, 1.71, -2.06], [-4.87, -0.38, 1.62], [-4.51, -0.01, 0.43], [-3.65, -0.56, -0.23], [-5.08, 0.86, 0.07], [-3.15, -2.38, 2.77], [-2.24, -3.37, 2.16], [-2.00, -3.09, 0.69], [-1.12, -1.91, 0.49], [-3.78, -2.84, 3.42], [-4.27, -1.14, 1.92], [-2.62, -1.72, 3.33], [-2.67, -4.37, 2.27], [-1.29, -3.37, 2.69], [-2.95, -2.90, 0.18], [-1.53, -3.95, 0.22], [-0.15, -2.19, 0.41], [-1.14, -1.36, 1.35], [1.95, 5.35, -2.08], [1.11, 5.45, -3.22], [0.19, 4.35, -3.15], [-1.16, 4.51, -3.24], [-1.71, 5.57, -3.47], [-1.96, 3.24, -3.08], [-3.08, 3.04, -3.88], [-3.77, 1.85, -3.73], [-3.32, 0.91, -2.81], [-2.26, 1.12, -2.03], [-1.60, 2.28, -2.16], [2.54, 6.11, -2.07], [1.70, 5.38, -4.14], [0.52, 6.36, -3.23], [0.57, 3.42, -3.02], [-3.38, 3.80, -4.58], [-4.64, 1.63, -4.33], [-3.85, -0.02, -2.68], [-0.77, 2.43, -1.49], [-3.95, -4.60, -2.24], [-2.74, -4.00, -2.31], [-2.68, -2.34, -2.62], [-1.69, -4.81, -2.09], [-0.31, -4.56, -2.33], [0.13, -4.04, -3.54], [1.49, -3.91, -3.76], [2.41, -4.29, -2.79], [1.96, -4.83, -1.59], [0.60, -4.96, -1.36], [-4.75, -4.03, -2.42], [-4.04, -5.60, -2.35], [-1.90, -5.73, -1.74], [-0.58, -3.77, -4.30], [1.84, -3.52, -4.70], [3.47, -4.19, -2.97], [2.67, -5.14, -0.83], [0.24, -5.38, -0.42]]
}

=====

7.
{
  "formula": "C37H34NO3",
  "method": "ωB97M-V with the def2-TZVPD basis set",
  "largest_force_ha_per_bohr": 0.1234,
  "lumo_energy_ev": 2.5,
  "homo_energy_ev": -3.09,
  "charge": -1,
  "symbols": ["C", "C", "O", "C", "C", "C", "C", "C", "C", "C", "C", "O", "H", "H", "H", "H", "H", "H", "H", "H", "H", "H", "H", "C", "N", "C", "C", "C", "C", "C", "C", "C", "C", "C", "C", "C", "C", "C", "C", "C", "C", "O", "C", "C", "C", "C", "C", "C", "C", "C", "C", "C", "H", "H", "H", "H", "H", "H", "H", "H", "H", "H", "H", "H", "H", "H", "H", "H", "H", "H", "H", "H", "H", "H", "H"],
  "coordinates": [[-0.33, -4.81, 3.11], [-0.15, -4.42, 1.67], [0.85, -3.33, 1.60], [1.04, -2.90, 0.35], [1.84, -1.56, 0.12], [3.05, -1.96, -0.83], [2.81, -2.71, -2.00], [3.79, -2.80, -3.00], [5.04, -2.20, -2.82], [5.29, -1.51, -1.63], [4.32, -1.43, -0.63], [0.50, -3.46, -0.58], [-1.31, -5.30, 3.22], [0.43, -5.54, 3.42], [-0.31, -3.96, 3.78], [0.20, -5.25, 1.05], [-1.08, -4.02, 1.24], [2.21, -1.15, 1.09], [1.90, -3.32, -2.10], [3.55, -3.39, -3.90], [5.80, -2.28, -3.58], [6.27, -1.06, -1.46], [4.57, -1.01, 0.35], [3.95, 5.41, -2.56], [2.77, 4.60, -2.77], [2.14, 4.79, -4.06], [2.47, 3.50, -1.98], [1.67, 3.62, -0.80], [1.25, 2.49, -0.09], [1.67, 1.19, -0.48], [1.09, -0.06, 0.11], [-0.31, 0.07, 0.66], [-0.75, -0.80, 1.66], [-2.08, -0.98, 1.91], [-2.53, -1.81, 3.05], [-1.80, -1.80, 4.26], [-2.22, -2.57, 5.34], [-3.34, -3.40, 5.22], [-4.05, -3.44, 4.02], [-3.65, -2.65, 2.94], [-3.08, -0.35, 1.01], [-4.27, -0.80, 0.92], [-2.64, 0.80, 0.21], [-3.65, 1.76, -0.35], [-3.31, 3.12, -0.54], [-4.20, 4.02, -1.13], [-5.50, 3.62, -1.49], [-5.88, 2.29, -1.24], [-4.99, 1.40, -0.65], [-1.27, 0.93, 0.04], [2.45, 1.08, -1.62], [2.89, 2.19, -2.32], [4.43, 5.14, -1.61], [4.68, 5.28, -3.37], [3.68, 6.48, -2.53], [1.32, 4.09, -4.19], [1.75, 5.82, -4.14], [2.86, 4.66, -4.88], [1.35, 4.64, -0.48], [0.49, 2.65, 0.69], [1.05, -0.94, -0.78], [-0.03, -1.33, 2.29], [-0.92, -1.15, 4.35], [-1.67, -2.52, 6.28], [-3.65, -4.03, 6.06], [-4.93, -4.07, 3.91], [-4.21, -2.66, 2.01], [-2.34, 3.48, -0.19], [-3.90, 5.05, -1.31], [-6.20, 4.32, -1.95], [-6.88, 1.96, -1.52], [-5.33, 0.40, -0.41], [-0.94, 1.70, -0.68], [2.67, 0.12, -2.08], [3.58, 2.07, -3.18]]
}